9
Properties=species:S:1:pos:R:3:mulliken_charge:R:1 method="wB97M-V/def2-TZVPD" energy_ev=-10317.62082 homo_lumo_gap_ev=8.639 relative_energy_kj_mol=459.5 charge=0
C -0.648 0.733 0.081 -0.04
C 0.275 1.179 0.888 0.75
O -1.840 1.422 0.048 -0.47
C 0.510 -1.101 -0.606 -0.07
C 1.294 -1.964 -0.321 -0.14
O -0.364 -0.153 -0.941 -0.41
O 1.114 1.574 1.614 -0.37
H -2.333 1.035 -0.698 0.34
H 1.993 -2.726 -0.064 0.41



13
Properties=species:S:1:pos:R:3:mulliken_charge:R:1 method="wB97M-V/def2-TZVPD" energy_ev=-27299.61979 homo_lumo_gap_ev=6.914 relative_energy_kj_mol=0.0 charge=-2
C -2.400 -0.665 0.682 0.46
C -1.152 0.164 0.412 0.44
C 2.318 -0.816 -0.316 0.34
C 1.108 0.112 -0.261 -0.26
O -2.206 -1.856 0.896 -0.69
O 2.349 -1.623 -1.231 -0.72
O -3.441 0.021 0.583 -0.69
O 3.193 -0.404 0.464 -0.74
O -0.486 2.616 -0.391 -0.67
O -0.018 -0.459 0.409 -0.23
S -1.692 1.683 -0.163 0.21
H 0.844 0.325 -1.303 0.24
H 1.584 0.901 0.220 0.33



46
Properties=species:S:1:pos:R:3:mulliken_charge:R:1 method="wB97M-V/def2-TZVPD" energy_ev=-28086.07643 homo_lumo_gap_ev=9.055 relative_energy_kj_mol=564.0 charge=0
C -0.052 -1.996 1.778 -0.36
C 1.499 -1.582 1.936 -0.84
C 2.376 -1.297 0.817 -0.19
O 1.579 -0.123 0.270 -0.24
N -0.749 -0.731 2.050 -0.08
C -2.242 -0.889 2.337 -0.57
N -3.107 -1.328 1.027 -0.46
H -0.213 -2.770 2.559 0.43
H -0.239 -2.488 0.833 0.14
H 1.652 -0.888 2.753 0.35
H 2.023 -2.592 2.250 0.32
H 3.349 -1.048 1.145 0.39
H 2.297 -2.034 -0.122 0.01
H 1.755 0.025 -0.629 0.17
H -0.428 -0.315 1.204 -0.03
H -2.553 0.186 2.511 0.30
H -2.418 -1.532 3.252 0.33
H -4.058 -1.559 1.188 0.21
H -2.601 -2.068 0.678 0.17
H -0.279 -0.361 -2.257 0.33
H -1.635 -0.356 -2.688 0.26
O -1.171 -0.618 -1.888 -0.56
H -1.059 1.776 -4.394 0.27
H -0.175 1.558 -3.137 0.38
O -0.885 1.224 -3.657 -0.66
H 0.536 -2.928 -1.030 0.37
H 2.062 -3.321 -1.532 0.30
O 1.394 -3.389 -0.729 -0.67
H 1.403 2.562 -3.804 0.28
H 1.170 2.656 -2.162 0.38
O 1.365 2.035 -3.030 -0.69
H 0.003 1.633 0.041 0.31
H 1.086 1.725 0.961 0.33
O 0.687 2.295 0.278 -0.64
H 0.202 4.211 0.483 0.32
H -0.275 4.440 1.867 0.27
O -0.425 4.642 0.960 -0.57
H -2.361 1.282 -1.547 0.40
H -3.758 1.600 -0.877 0.28
O -2.992 1.978 -1.226 -0.64
H 2.365 -1.666 -3.091 0.27
H 1.687 -0.347 -3.104 0.19
O 1.809 -1.075 -2.452 -0.56
H 0.377 0.448 3.113 0.36
H 0.145 1.806 3.712 0.32
O 0.855 1.218 3.350 -0.68



46
Properties=species:S:1:pos:R:3:mulliken_charge:R:1 method="wB97M-V/def2-TZVPD" energy_ev=-28085.54927 homo_lumo_gap_ev=8.535 relative_energy_kj_mol=614.8 charge=0
C 0.983 -0.175 -0.079 1.57
N 1.177 -1.194 -1.118 -0.14
C 2.425 -1.875 -1.317 -0.36
O 2.501 -3.101 -0.746 -0.53
C 1.678 1.094 -0.426 -0.41
N 1.142 2.365 0.042 -0.22
C 2.378 3.260 0.336 -0.85
H 1.480 -0.524 0.833 0.32
H -0.159 -0.142 0.082 -1.21
H 0.276 -1.897 -0.918 0.29
H 2.811 -1.776 -2.399 0.18
H 3.352 -1.429 -0.801 0.16
H 1.531 -3.449 -0.729 0.33
H 2.772 0.966 -0.258 0.22
H 1.581 1.176 -1.557 -0.15
H 0.640 2.846 -0.615 0.24
H 2.572 4.046 -0.491 0.25
H 3.281 2.710 0.427 0.38
H 2.026 3.663 1.247 0.31
H 2.568 -2.364 2.570 0.32
H 3.612 -2.139 1.586 0.29
O 3.334 -1.792 2.405 -0.65
H -2.197 1.997 -0.543 0.29
H -3.178 2.528 -1.815 0.24
O -2.334 2.432 -1.465 -0.62
H -3.806 -1.502 2.273 0.37
H -3.807 -1.987 0.763 0.24
O -3.841 -1.273 1.339 -0.60
H -3.096 0.253 3.189 0.36
H -1.944 -0.469 2.538 0.34
O -2.542 -0.521 3.331 -0.72
H -0.009 2.157 2.109 0.26
H -1.549 2.396 2.174 0.28
O -0.825 1.904 2.489 -0.58
H -1.089 -4.483 -0.634 0.31
H -1.492 -3.168 0.212 0.28
O -0.748 -3.840 -0.051 -0.61
H -1.567 0.008 -1.864 0.40
H -0.502 -0.768 -2.573 0.33
O -1.255 -0.823 -1.956 -0.66
H -3.271 0.343 0.461 0.33
H -1.879 -0.418 0.314 0.01
O -2.251 0.386 0.331 -0.56
H 0.417 1.052 -3.112 0.28
H -0.815 2.042 -2.428 0.34
O -0.380 1.490 -3.158 -0.67



The records above give, respectively, largest force on an atom values of 2.1 2.8 5.9 7.5 eV/A.
The records above give, respectively, LUMO level values of 0.0072 0.2112 -0.0103 -0.0075 hartree.